No. 1
Entry from the OMol25 dataset: a 2-piece molecular cluster, C6H12N4O overall at a distorted geometry (wB97M-V/def2-TZVPD).

ORCA input file:
```
! RIJCOSX wB97M-V def2-TZVPD def2/J DEFGRID3
* xyz 0 1
C 0.55007 2.17359 1.51266
C -0.65751 1.91410 0.53932
C -0.44385 0.59687 -0.18332
C 0.09770 0.71258 -1.60752
N -0.59955 -0.42171 0.51864
N -0.25436 -1.62827 0.71183
N -0.91030 -2.67337 0.53593
C -2.23449 -2.46746 -0.19011
H 1.55734 1.87297 1.04953
H 0.80093 3.22554 1.62309
H 0.69734 1.73871 2.52535
H -0.59939 2.66289 -0.28126
H -1.63360 1.83715 1.04451
H -0.73219 0.70198 -2.32555
H 0.72307 -0.14582 -1.82754
H 0.75585 1.50580 -1.73425
H -2.42461 -3.46773 -0.76268
H -2.95700 -2.32562 0.54036
H -2.11801 -1.59714 -0.90456
N 2.38520 -1.10197 0.46063
C 2.76160 -0.86832 -0.65474
O 3.34643 -0.33799 -1.52608
H 1.88932 -1.90678 0.93577
*
```

Computed properties:
Relative energy (zero: lowest compared OMol25 entry of this formula, charge and spin): 75.7 kcal/mol
SMILES string: CC/C(C)=N/N=N\C.N=C=O
Highest occupied orbital energy: -9.082 eV
HOMO-LUMO gap: 9.78 eV
Molar mass: 156.19 g mol⁻¹

Which charges does Mulliken predict for the atoms? In e, they are:
1 C -1.040
2 C -0.586
3 C 0.716
4 C -1.328
5 N 0.069
6 N -0.212
7 N -0.486
8 C -0.539
9 H 0.242
10 H 0.375
11 H 0.309
12 H 0.313
13 H 0.311
14 H 0.338
15 H 0.319
16 H 0.461
17 H 0.245
18 H 0.286
19 H 0.168
20 N -0.404
21 C 0.570
22 O -0.461
23 H 0.334

No. 2
Entry from the OMol25 dataset: an isolated ion of composition C2H10N4O and charge +2 at a distorted geometry (wB97M-V/def2-TZVPD).

ORCA input file:
```
! RIJCOSX wB97M-V def2-TZVPD def2/J DEFGRID3
* xyz 2 1
C 1.95034 -1.02932 0.38585
N 1.13645 -0.10185 -0.25241
O 1.93566 0.63718 -1.12911
C -0.15369 0.41891 -0.17816
N -0.31536 1.65672 -0.63920
N -1.12555 -0.43807 0.35524
N -2.48579 -0.09373 0.77944
H 1.55369 -1.20638 1.41793
H 2.91450 -0.61265 0.52837
H 2.05557 -1.89038 -0.25262
H 2.40483 0.06566 -1.74465
H -1.08891 1.98254 -1.29161
H 0.56581 1.99361 -0.99388
H -0.94856 -1.47715 0.26228
H -2.83693 0.71325 0.30666
H -3.03802 -0.90238 0.70782
H -2.52404 0.28402 1.73804
*
```

Computed properties:
Relative energy (zero: lowest compared OMol25 entry of this formula, charge and spin): 38.2 kcal/mol
SMILES string: C/[N+](O)=C(/N)N[NH3+]
Highest occupied orbital energy: -18.624 eV
HOMO-LUMO gap: 10.54 eV
Molar mass: 106.13 g mol⁻¹

Which charges does Mulliken predict for the atoms? In e, they are:
1 C -0.980
2 N 0.248
3 O -0.505
4 C 0.430
5 N -0.367
6 N -0.178
7 N -0.242
8 H 0.440
9 H 0.367
10 H 0.364
11 H 0.374
12 H 0.312
13 H 0.318
14 H 0.318
15 H 0.356
16 H 0.357
17 H 0.387

No. 3
Entry from the OMol25 dataset: a 4-piece molecular cluster, C2H11NO4 overall at a distorted geometry (wB97M-V/def2-TZVPD).

ORCA input file:
```
! RIJCOSX wB97M-V def2-TZVPD def2/J DEFGRID3
* xyz 0 1
C -2.35894 -0.53530 -1.43118
N -1.42304 -0.38562 -0.37769
C -0.94386 0.81824 0.15409
O -0.01608 0.89329 0.89572
H -2.66922 0.54425 -1.55070
H -1.90500 -1.09842 -2.30722
H -3.40227 -1.01684 -1.37995
H -1.04917 -1.02166 0.22935
H -1.59243 1.69633 0.05286
O 4.36532 -2.47916 -0.45131
H 3.88921 -1.68232 -0.56869
H 5.14171 -2.27455 -1.02736
O 2.82727 0.00895 -0.46266
H 3.19061 0.69537 0.06942
H 1.90302 -0.10199 -0.32133
O -2.08042 2.37845 2.76016
H -1.32381 1.98354 3.25743
H -2.55290 1.57742 2.45906
*
```

Computed properties:
Relative energy (zero: lowest compared OMol25 entry of this formula, charge and spin): 50.2 kcal/mol
SMILES string: CNC=O.O.O.O
Highest occupied orbital energy: -10.236 eV
HOMO-LUMO gap: 10.83 eV
Molar mass: 113.11 g mol⁻¹

Which charges does Mulliken predict for the atoms? In e, they are:
1 C -0.593
2 N -0.134
3 C -0.051
4 O -0.527
5 H 0.216
6 H 0.234
7 H 0.266
8 H 0.212
9 H 0.392
10 O -0.627
11 H 0.344
12 H 0.325
13 O -0.663
14 H 0.302
15 H 0.307
16 O -0.642
17 H 0.326
18 H 0.313

No. 4
Entry from the OMol25 dataset: C31H29Br2N5OY as an isolated structure (wB97M-V/def2-TZVPD).

ORCA input file:
```
! RIJCOSX wB97M-V def2-TZVPD def2/J DEFGRID3
* xyz 1 1
Y 0.04094 -0.54164 0.43016
Br 2.90773 -4.88426 0.43337
C 3.59186 -3.13270 0.46446
C 4.98150 -2.93310 0.36299
C 5.51625 -1.67849 0.38599
Br 7.38915 -1.46586 0.26084
C 4.67283 -0.54185 0.49810
C 5.12376 0.79206 0.53271
C 4.22169 1.81802 0.63454
C 2.85702 1.51465 0.68979
N 2.39023 0.27955 0.66236
C 3.27871 -0.75700 0.58214
C 2.71188 -2.07802 0.59240
O 1.41330 -2.20513 0.70689
H 5.62281 -3.79869 0.27197
H 6.18539 0.99116 0.48055
H 4.54255 2.84880 0.66950
H 2.12444 2.31251 0.75713
C -5.83869 -3.68466 1.04295
C -6.28485 -2.79787 -0.08428
C -7.63359 -2.60345 -0.36301
C -8.04654 -1.78157 -1.40044
C -7.10828 -1.14765 -2.20017
C -5.75868 -1.34279 -1.95595
C -5.35318 -2.14748 -0.89692
N -3.96612 -2.36024 -0.65126
C -3.02865 -1.42222 -0.36910
N -3.49053 -0.16995 -0.20101
C -2.90279 1.06070 0.23223
C -1.59817 1.14653 0.72698
C -1.18670 2.42310 1.14390
C -2.01520 3.53228 1.09739
C -3.30278 3.38869 0.60662
C -3.77529 2.16101 0.16554
C -5.18324 2.04428 -0.35330
N -1.74960 -1.76711 -0.27173
C -1.44312 -3.16360 -0.44836
C -1.11807 -3.63790 -1.71487
C -0.79675 -4.97307 -1.90165
C -0.80414 -5.83449 -0.81625
C -1.11967 -5.35733 0.44618
C -1.43804 -4.01976 0.65758
C -1.73770 -3.50150 2.03552
H -6.69050 -4.00861 1.63703
H -5.13938 -3.16719 1.70140
H -5.33488 -4.58166 0.67247
H -8.37114 -3.10092 0.25422
H -9.10261 -1.64258 -1.58806
H -7.42105 -0.51871 -3.02262
H -5.01320 -0.88447 -2.59490
H -3.62590 -3.30968 -0.69717
H -4.49207 -0.10968 -0.31246
H -0.18742 2.56201 1.55612
H -1.67529 4.49967 1.44435
H -3.96430 4.24549 0.56713
H -5.67569 3.01390 -0.33450
H -5.79321 1.36507 0.25231
H -5.21179 1.68012 -1.38384
H -1.13183 -2.95106 -2.55373
H -0.54454 -5.33630 -2.88878
H -0.55613 -6.87894 -0.94969
H -1.10671 -6.03183 1.29355
H -1.69815 -4.30656 2.76650
H -2.72208 -3.03305 2.09571
H -1.00229 -2.75339 2.34938
N 0.40874 0.09175 -1.87239
H 0.95170 0.94480 -1.97882
H -0.49906 0.26461 -2.29740
H 0.87309 -0.62226 -2.42908
*
```

Computed properties:
Relative energy (zero: lowest compared OMol25 entry of this formula, charge and spin): 0.9 kcal/mol
Highest occupied orbital energy: -10.310 eV
HOMO-LUMO gap: 7.39 eV
Molar mass: 736.32 g mol⁻¹

Which charges does Mulliken predict for the atoms? In e, they are:
1 Y 0.490
2 Br -0.138
3 C -0.131
4 C -0.425
5 C -0.142
6 Br -0.204
7 C 0.842
8 C -0.647
9 C -0.960
10 C -0.074
11 N -0.156
12 C 0.061
13 C 0.580
14 O -0.614
15 H 0.444
16 H 0.358
17 H 0.412
18 H 0.400
19 C -1.173
20 C 0.572
21 C -0.798
22 C -0.716
23 C -0.698
24 C 0.115
25 C -0.095
26 N 0.460
27 C -0.256
28 N 0.232
29 C 0.157
30 C 0.088
31 C 0.191
32 C -1.277
33 C -0.720
34 C 0.721
35 C -1.385
36 N 0.633
37 C -0.752
38 C 0.022
39 C -0.950
40 C -0.712
41 C -1.101
42 C 1.979
43 C -1.234
44 H 0.430
45 H 0.170
46 H 0.317
47 H 0.402
48 H 0.413
49 H 0.437
50 H 0.527
51 H 0.220
52 H -0.437
53 H 0.402
54 H 0.403
55 H 0.357
56 H 0.407
57 H 0.350
58 H 0.333
59 H 0.521
60 H 0.452
61 H 0.461
62 H 0.429
63 H 0.478
64 H 0.121
65 H 0.154
66 N -0.596
67 H 0.280
68 H 0.292
69 H 0.275

No. 5
Entry from the OMol25 dataset: C3H3N3O4 as an isolated structure at a distorted geometry (wB97M-V/def2-TZVPD).

ORCA input file:
```
! RIJCOSX wB97M-V def2-TZVPD def2/J DEFGRID3
* xyz 0 1
C 1.54982 -0.63869 -0.28380
C -0.62810 -0.23719 -1.11943
C 0.42033 0.11473 -0.08077
N 2.44269 -1.31995 -0.48157
N -0.51911 -0.75739 1.34107
N 0.36242 1.50662 0.25249
O -1.67748 -0.63970 1.13666
O 0.09719 -1.27876 2.22185
O 1.36010 2.16604 0.38388
O -0.75755 1.94604 0.43481
H -0.59735 0.61069 -1.87542
H -1.58103 -0.09968 -0.53695
H -0.47194 -1.37277 -1.39283
*
```

Computed properties:
Relative energy (zero: lowest compared OMol25 entry of this formula, charge and spin): 142.2 kcal/mol
Highest occupied orbital energy: -11.374 eV
HOMO-LUMO gap: 9.52 eV
Molar mass: 145.07 g mol⁻¹

Which charges does Mulliken predict for the atoms? In e, they are:
1 C 0.105
2 C -1.158
3 C 0.617
4 N -0.392
5 N 0.830
6 N 0.987
7 O -0.471
8 O -0.519
9 O -0.580
10 O -0.536
11 H 0.363
12 H 0.429
13 H 0.325

No. 6
Entry from the OMol25 dataset: a 2-piece molecular cluster, CHIN2O2S overall at a distorted geometry (wB97M-V/def2-TZVPD).

ORCA input file:
```
! RIJCOSX wB97M-V def2-TZVPD def2/J DEFGRID3
* xyz 0 1
C -1.40568 -0.06101 -0.76693
N -1.23633 0.57844 0.21147
N 1.31714 0.14979 -0.50939
O 0.70952 -1.05000 1.50047
O -1.03938 1.51937 0.94034
S 1.43944 0.07190 1.00453
I -1.81704 -1.86664 -1.44807
H 2.03234 0.65816 -0.93241
*
```

Computed properties:
Relative energy (zero: lowest compared OMol25 entry of this formula, charge and spin): 43.8 kcal/mol
Highest occupied orbital energy: -9.462 eV
HOMO-LUMO gap: 8.88 eV
Molar mass: 232.00 g mol⁻¹

Which charges does Mulliken predict for the atoms? In e, they are:
1 C -0.055
2 N 0.395
3 N -0.410
4 O -0.408
5 O -0.591
6 S 0.531
7 I 0.286
8 H 0.253

No. 7
Entry from the OMol25 dataset: a 6-piece molecular cluster, C17H52N5O5 overall at a distorted geometry (wB97M-V/def2-TZVPD).

ORCA input file:
```
! RIJCOSX wB97M-V def2-TZVPD def2/J DEFGRID3
* xyz 1 1
N -14.17573 -41.99122 1.95602
H -13.64999 -42.70829 1.64558
H -14.22943 -41.32185 1.32163
H -13.82040 -41.85418 2.90431
H -15.20158 -42.20335 2.18440
C -13.20791 -38.10620 -0.77264
C -13.90842 -39.00168 0.20678
C -14.44525 -38.20456 1.40877
O -13.51672 -37.53125 2.12811
C -13.85688 -36.70835 3.31518
N -14.88282 -39.76149 -0.56770
H -13.83023 -37.53205 -1.45981
H -12.62344 -38.56922 -1.58550
H -12.68543 -37.32788 -0.29223
H -13.02452 -39.70763 0.80459
H -14.98857 -39.04125 1.87999
H -15.34655 -37.60116 1.16450
H -14.05819 -37.23498 4.15928
H -14.71998 -36.08859 3.06319
H -12.99475 -36.15957 3.88875
H -14.48848 -40.32427 -1.24925
H -15.35983 -39.05490 -1.18705
C -14.82219 -43.89689 -2.09665
C -16.03720 -43.20060 -1.30097
C -17.38058 -43.71595 -1.94464
O -17.58938 -43.07982 -3.16548
C -17.97252 -43.98739 -4.19689
N -15.94695 -43.82339 0.02521
H -13.93049 -43.52458 -1.76070
H -14.91836 -43.33371 -2.99833
H -14.84502 -45.04929 -2.19325
H -16.07222 -42.19327 -1.48111
H -18.07856 -43.65497 -1.13270
H -17.35719 -44.74585 -1.85030
H -19.02548 -44.08093 -3.80157
H -17.44500 -44.94046 -4.09546
H -17.98460 -43.44183 -5.12477
H -16.41906 -44.80644 -0.00246
H -16.71429 -43.31746 0.63149
C -13.96711 -42.95143 5.41096
C -12.77217 -43.87386 5.29724
C -12.66474 -45.25459 5.93257
O -12.71768 -44.96129 7.26520
C -12.74964 -46.25540 8.04177
N -12.68762 -44.03197 3.83206
H -14.92933 -43.29668 4.97288
H -13.81651 -41.84828 5.03036
H -14.37535 -42.83828 6.40175
H -11.94490 -43.03839 5.55203
H -11.80653 -45.70963 5.71894
H -13.29532 -45.86348 5.51969
H -13.69354 -46.61300 8.13975
H -12.71842 -45.82069 9.05128
H -12.00530 -47.01340 7.81822
H -13.39887 -44.71865 3.69008
H -11.64788 -44.48034 3.78443
C -10.18718 -38.75836 2.56143
C -10.85666 -40.12351 2.65538
C -10.14268 -41.08959 3.61228
O -8.92473 -41.25708 3.05692
C -7.97172 -41.42078 4.12853
N -12.23295 -39.81396 3.19832
H -9.25356 -38.99271 2.25132
H -10.17267 -38.22565 3.44254
H -10.82853 -38.09985 2.00108
H -11.06801 -40.51492 1.58725
H -10.66847 -42.04270 3.76334
H -10.31357 -40.73544 4.47926
H -7.85749 -40.52544 4.65568
H -6.96684 -41.58621 3.75879
H -8.29841 -42.20106 4.98459
H -12.60404 -38.87525 2.70148
H -12.22851 -39.69683 4.22262
C -17.64586 -40.29851 2.60070
O -17.44680 -41.69393 2.70304
H -17.50196 -39.79135 3.69520
H -18.70673 -40.17952 2.35939
H -17.12646 -39.72005 1.95506
H -18.18695 -42.34097 2.78635
*
```

Computed properties:
Relative energy (zero: lowest compared OMol25 entry of this formula, charge and spin): 266.4 kcal/mol
Highest occupied orbital energy: -11.364 eV
HOMO-LUMO gap: 9.30 eV
Molar mass: 406.63 g mol⁻¹

Which charges does Mulliken predict for the atoms? In e, they are:
1 N 0.485
2 H 0.458
3 H -0.207
4 H -0.182
5 H 0.283
6 C -1.833
7 C 1.151
8 C -0.521
9 O -0.451
10 C -0.996
11 N -0.455
12 H 0.459
13 H 0.451
14 H 0.380
15 H -0.752
16 H 0.054
17 H 0.571
18 H 0.411
19 H 0.351
20 H 0.285
21 H 0.307
22 H 0.323
23 C -1.402
24 C 0.495
25 C -1.285
26 O -0.366
27 C -0.726
28 N -0.627
29 H 0.481
30 H 0.416
31 H 0.239
32 H 0.310
33 H 0.493
34 H 0.606
35 H 0.310
36 H 0.289
37 H 0.256
38 H 0.347
39 H 0.182
40 C -1.388
41 C 0.372
42 C -1.078
43 O -0.357
44 C -0.920
45 N -0.529
46 H 0.296
47 H 0.073
48 H 0.484
49 H -0.009
50 H 0.688
51 H 0.759
52 H 0.410
53 H 0.305
54 H 0.315
55 H 0.343
56 H 0.298
57 C -2.012
58 C 1.068
59 C -1.414
60 O -0.338
61 C -0.780
62 N -0.225
63 H 0.601
64 H 0.406
65 H 0.361
66 H 0.128
67 H 0.332
68 H 0.980
69 H 0.361
70 H 0.304
71 H 0.225
72 H 0.008
73 H 0.269
74 C -0.521
75 O -0.474
76 H 0.217
77 H 0.355
78 H 0.193
79 H 0.304